# 1
An isolated molecule of C4H7NO. Source: the OMol25 dataset; level of theory: wB97M-V/def2-TZVPD.

Frontier orbital gap (spin up / spin down) ... 7.79 / 7.79 eV
HOMO (spin up / spin down) ... -7.7 / -7.7 eV
LUMO level (spin up / spin down) ... 0.003 / 0.003 Ha

Positions of all 13 atoms, in Å:
H 2.0032 1.3956 -0.1024
C -1.5736 -1.3250 0.1199
H -0.1392 2.2352 -0.5209
C -0.5301 1.3749 0.0062
H 2.1993 -0.3280 0.3183
H -2.0653 -0.6065 -0.5834
O -2.1281 -2.3686 0.4319
H 0.4606 -1.6299 0.8999
H -1.5259 1.3717 0.4251
N 0.2137 0.3004 0.1208
C 1.6281 0.3857 -0.2761
C -0.2539 -0.9260 0.4935
H 1.7113 0.1205 -1.3327

natural (NBO) atomic charge list, values in e, 6 entries:
1. H 0.21
2. C 0.33
3. H 0.19
4. C -0.20
5. H 0.23
6. H 0.09

***

# 2
A structure of composition C29H41BCoN8O6. Source: the OMol25 dataset; level of theory: wB97M-V/def2-TZVPD.

Frontier orbital gap (spin up / spin down) ... 7.91 / 7.91 eV
<S²> ... 0.760
HOMO (spin up / spin down) ... -7.8 / -7.8 eV
LUMO level (spin up / spin down) ... 0.003 / 0.003 Ha
Multiplicity ... 2

Positions of all 86 atoms, in Å:
N -2.1560 -0.3634 -1.5225
H 5.7231 -0.9026 -0.4423
C -2.7586 -0.5457 2.5470
C 3.3491 -3.9311 -1.5543
N -2.3550 -0.0131 1.3789
H -1.6614 -2.6128 -0.3992
C 0.7590 -1.5863 2.2297
H 1.3713 -1.0807 1.4845
C 0.2064 5.8558 0.3202
N -1.0696 -0.3532 1.1321
C 4.7007 -0.9541 -0.0657
C -5.4330 1.2049 -1.4817
O -0.7816 1.7823 -1.2035
N 0.2094 -1.9537 -0.9229
C -0.8937 2.2799 -0.0334
H -4.1369 1.2175 0.8487
H 2.7196 2.8021 1.6958
H 3.0101 1.0408 1.7872
C -2.5923 -0.7813 -2.7083
N -2.1930 2.3629 0.4905
Co -0.3589 -0.0550 -0.8482
O 1.4503 0.5992 -0.3869
H -1.0100 -5.0207 -0.3735
H -1.8060 -2.6739 -3.3598
H 4.6623 -0.3864 0.8647
H 0.7999 -2.6659 2.0585
C -2.5391 3.5003 1.2191
C 2.2651 1.8104 1.5790
H 4.0439 -0.4666 -0.7867
H -4.5134 -0.4650 -3.7778
N 0.1891 2.5935 0.6406
H -4.5264 3.0407 1.8966
C -3.5675 3.3514 2.3068
H 1.1854 -1.3830 3.2124
N -3.1377 0.3901 -0.9598
H 4.9251 -2.8303 0.9614
H -4.2539 -1.0101 3.9757
H 0.5332 3.5867 2.4551
H -6.1123 1.1496 -2.3302
C -3.8871 -0.3064 -2.9165
N 4.3739 -3.2430 -0.9932
B -3.0248 1.0432 0.4590
C 4.2814 -2.3939 0.1909
H 2.1345 -1.4401 -1.4067
H 5.8021 -4.6467 -1.5648
C 5.7176 -3.5630 -1.4796
O 1.1916 1.6369 2.4493
C 1.8030 1.6953 0.1350
C -1.9702 4.6989 1.0224
C 0.2100 2.6107 2.0678
C -4.1412 -0.3903 3.0877
C -1.0339 5.0795 -0.0675
H -3.2661 2.5993 3.0408
C -0.6524 -2.9302 -0.6259
H 7.0348 -3.1701 -3.1401
H 3.2667 -2.4324 0.5808
C -0.6416 -1.0752 2.1608
H 0.0472 6.9086 0.0652
O 3.5248 -4.8159 -2.3789
H 6.4223 -3.2283 -0.7174
H -2.2402 5.5085 1.6933
H 0.4270 5.7848 1.3834
C 1.4784 -2.2717 -1.1862
H 2.1650 2.4029 -1.5596
C 1.9400 -3.5759 -1.1706
H 5.3270 -3.2686 -3.5772
H -1.6655 -1.7790 4.0132
H -4.3602 0.6413 3.3635
H 1.0457 5.4890 -0.2655
O -1.2456 4.7955 -1.2266
H -4.8877 -0.6979 2.3553
C -1.7458 -1.6135 -3.6146
H 5.9501 -1.8269 -2.7570
H -0.6986 -1.3153 -3.5603
C -0.2776 -4.2617 -0.6087
H -0.7257 2.3115 2.5422
H -5.9416 0.8070 -0.6030
H -5.2048 2.2535 -1.2886
C -1.6869 -1.2403 3.0804
C -4.1914 0.4386 -1.7884
O 2.4518 2.5716 -0.6509
H -2.0772 -1.4991 -4.6452
H 1.3685 -5.6212 -0.9238
C 6.0243 -2.9132 -2.8201
C 1.0347 -4.5921 -0.8990
H -3.7029 4.3021 2.8173

Mulliken atomic charge list, values in e, 6 entries:
1. N 0.76
2. H 0.47
3. C 0.83
4. C 0.06
5. N 0.92
6. H 0.46

***

# 3
A structure of composition C46H50FLaN8O7S2Si. Source: the OMol25 dataset; level of theory: wB97M-V/def2-TZVPD.

Frontier orbital gap (spin up / spin down) ... 3.19 / 3.62 eV
HOMO (spin up / spin down) ... -4.0 / -4.4 eV
LUMO level (spin up / spin down) ... -0.028 / -0.028 Ha

Positions of all 116 atoms, in Å:
H -9.1268 -11.7742 26.1054
C -15.0087 -12.2267 23.9724
C -10.5415 -7.2688 26.1431
C -7.1769 -15.7587 24.0078
C -9.0535 -9.0284 26.7987
N -6.7678 -11.2573 22.2177
H -7.4417 -17.4505 25.1796
H -10.8157 -9.2926 25.6003
O -11.9296 -11.6396 20.4339
C -9.6977 -6.3350 26.7337
H -12.5571 -8.3815 12.5476
C -5.5256 -13.6695 22.5001
N -10.9507 -6.4107 20.2904
C -11.0555 -6.9248 21.5003
C -14.7526 -10.8628 24.0004
H -11.6349 -5.4879 15.4552
C -16.3066 -12.6739 24.2917
C -10.4794 -7.2398 19.2260
H -9.8116 -5.2547 26.5151
C -10.2095 -8.5925 26.1712
H -12.2754 -8.9862 14.0602
H -18.1384 -12.2298 25.3379
H -9.0988 -6.7550 14.1810
C -9.4987 -8.8520 17.2426
C -5.6832 -11.2811 26.8824
H -11.0583 -2.9956 20.3662
N -14.2963 -13.4594 21.7206
H -18.3063 -9.8742 26.4412
H -5.4036 -12.9230 21.7039
C -11.8741 -6.5695 15.3337
H -7.3772 -8.4324 28.0665
H -17.7993 -8.5462 25.3042
H -16.5399 -13.7496 24.1799
H -6.7005 -11.5122 30.5968
N -7.4739 -12.2640 22.8257
H -15.6397 -8.9144 24.3760
H -8.3810 -9.8668 18.8025
C -9.9476 -9.0639 20.9057
H -4.7752 -13.3893 23.2891
H -12.2402 -5.0025 21.0033
C -12.4286 -6.8654 13.9335
O -13.9537 -14.6728 23.8674
C -6.3593 -11.4600 29.5800
C -9.1476 -9.1182 18.5483
C -15.8382 -9.9865 24.3494
H -4.3114 -11.9183 29.8656
C -9.7421 -14.9786 24.4975
H -10.3215 -9.3350 13.1419
H -10.2852 -7.8148 12.2243
C -5.0646 -11.6821 29.2091
H -3.6837 -11.1510 27.6294
S -13.7748 -13.3841 23.3211
H -9.9201 -4.0525 21.2186
C -8.7625 -6.8279 27.5994
C -9.7527 -7.6390 14.4267
H -13.2947 -15.1618 21.2042
H -12.0510 -4.9699 19.1575
H -10.0751 -16.7452 25.5416
O -9.2910 -10.1253 21.1691
H -10.7479 -14.6699 24.6758
H -12.5879 -6.9282 16.1179
S -7.7175 -9.5910 24.1573
O -11.0604 -10.1492 23.1899
H -12.5085 -14.5184 19.0729
Si -8.2433 -10.5572 26.0777
C -7.0063 -10.0339 22.6035
H -5.4380 -14.7146 22.0957
H -14.3263 -12.4782 21.3655
O -12.0353 -8.1880 23.7646
C -13.0131 -13.6931 19.6097
C -11.8477 -12.9004 20.2978
C -10.5006 -8.2611 13.2140
N -6.3599 -8.9659 22.0113
H -13.5107 -6.7515 14.0493
C -4.7127 -11.3660 27.8572
N -10.6176 -7.3466 15.5725
H -19.0266 -9.7015 24.8339
H -5.3264 -11.3711 25.8607
H -13.7465 -10.4937 23.7669
N -8.9991 -14.1855 23.7501
La -10.1847 -12.0037 22.3157
N -11.9978 -8.1854 13.4117
C -17.2631 -11.8067 24.8449
C -11.3312 -8.8672 23.0176
O -10.9061 -13.6348 20.7844
C -10.5286 -3.9574 20.3498
C -7.6837 -14.4779 23.5606
H -5.9970 -9.2779 21.1246
H -8.9609 -8.3360 14.6640
H -9.8862 -4.0205 19.5335
C -7.0102 -11.1208 27.2694
O -12.4603 -12.7452 23.5234
C -18.0837 -9.5830 25.4104
H -14.8481 -14.9768 20.3004
C -6.8984 -13.4348 23.0188
H -13.5480 -12.9369 18.9520
C -17.0193 -10.4632 24.8414
H -11.4220 -7.0550 25.5629
C -9.8889 -8.5429 19.5882
H -12.0364 -6.0879 13.2652
C -8.3582 -8.1753 27.5961
C -7.3424 -11.3305 28.6069
H -8.3731 -11.4621 28.9519
C -10.7645 -8.2634 21.8189
H -8.3066 -6.1660 28.3508
C -10.5531 -6.7711 17.9446
C -13.9513 -14.4403 20.6996
C -10.2737 -7.6966 16.8464
H -11.3207 -6.2843 22.3212
F -9.0313 -9.7203 16.2760
C -11.5582 -5.0546 20.1502
H -6.9653 -8.1634 21.8763
C -7.9204 -16.5836 24.7845
C -9.3079 -16.1911 25.0079
H -10.9146 -5.7352 17.7684
H -6.1371 -15.9657 23.7879

Mulliken atomic charge list, values in e, 6 entries:
1. H -0.22
2. C -0.27
3. C -0.35
4. C -0.93
5. C 0.61
6. N -1.06

***

# 4
An isolated molecule of C13H19NO11S. Source: the OMol25 dataset; level of theory: wB97M-V/def2-TZVPD.

SMILES string ... COC(=O)[C@H]1O[C@@H](S(N)(=O)=O)[C@H](OC(C)=O)[C@@H](OC(C)=O)[C@@H]1OC(C)=O
Frontier orbital gap ... 10.87 eV
HOMO ... -10.5 eV
LUMO level ... 0.013 Ha

Positions of all 45 atoms, in Å:
S -0.2674 3.1543 -1.4967
H -0.8867 0.7812 4.4667
C -1.8132 -0.5725 -2.4833
H 4.7340 -1.7510 -2.5579
C 0.5343 -0.9136 0.1496
C -0.4685 -2.7073 1.3285
H 0.3219 2.7579 0.8236
C -1.4095 -0.6934 -3.9541
O 0.3523 -1.6610 1.3620
O -2.8915 -0.9691 -2.0489
H -2.1617 -1.1643 -4.6815
H 0.8029 -1.5209 -0.7537
C 4.4927 -1.8394 -1.5051
H -2.3550 -2.5895 2.4509
H 0.5787 5.3543 -1.5267
O -0.7992 -0.0559 -1.6739
H 1.7270 0.2620 1.4718
H -2.4069 1.5419 4.5758
H -2.3545 -0.2349 4.4878
H -1.5189 -4.0146 2.9051
H -1.7069 -0.9187 0.0408
C 3.0072 -0.5889 -0.0181
C -1.9783 0.8591 2.6655
O 3.3173 -0.9898 -1.3394
H 5.3066 -1.1927 -1.0137
H -1.0702 -2.5294 3.4050
C -0.9671 1.1065 0.4160
C -1.9012 0.6925 4.1578
H 4.5190 -2.8552 -1.0595
C -0.8346 -0.2776 -0.2375
O 3.6907 -0.8552 0.9162
H -1.9278 1.5471 0.0589
O -1.6095 3.6852 -1.4904
O -0.8804 1.0915 1.9229
O -3.1432 0.8798 2.1601
H -1.2803 0.2469 -4.2400
O -0.6471 -3.5009 0.3784
C -1.4169 -2.9854 2.5714
C 1.6788 0.1202 0.4053
O 1.4904 1.3735 -0.2792
N 0.9219 4.4346 -1.5302
H -0.4491 -1.2410 -4.0210
O 0.0248 2.4859 -2.7819
C 0.1667 2.0821 -0.0685
H 1.4785 4.1660 -2.3590

natural (NBO) atomic charge list, values in e, 6 entries:
1. S 2.20
2. H 0.22
3. C 0.82
4. H 0.21
5. C 0.04
6. C 0.80

***

# 5
An isolated molecule of C6H15O2P. Source: the OMol25 dataset; level of theory: wB97M-V/def2-TZVPD.

SMILES string ... CC(C)(C)[P@@](C)(=O)CO
Frontier orbital gap ... 10.14 eV
HOMO ... -9.5 eV
LUMO level ... 0.025 Ha

Positions of all 24 atoms, in Å:
P -1.1313 -0.6741 0.1243
H 2.1231 1.3323 -0.2747
H 0.8893 -1.8616 -0.8016
C -2.0528 0.8564 0.3720
H -2.0367 1.5125 1.3004
H -2.4417 -0.9702 -1.9521
O -1.4459 -1.7266 1.1028
H 0.8599 1.2577 1.9514
H -3.5363 -0.2240 0.9604
H -0.8204 -1.7388 -2.0773
H 2.3292 -0.8530 -1.1426
C 0.9659 0.1686 1.8037
C 0.7780 -0.1129 0.2412
H -0.0211 -0.3115 2.2995
H 0.5235 2.0299 0.1960
C 0.9960 1.2741 -0.4343
H -1.7797 1.6333 -0.3571
H 0.6349 1.4161 -1.4746
H 1.8851 -0.2969 2.1712
C -1.4361 -0.8724 -1.7282
H 2.1335 -1.7362 0.5033
O -3.3883 0.5738 0.3165
H -0.7819 -0.1861 -2.3097
C 1.6414 -1.1680 -0.3328

natural (NBO) atomic charge list, values in e, 6 entries:
1. P 1.86
2. H 0.22
3. H 0.21
4. C -0.47
5. H 0.21
6. H 0.25